Molecular formula: C24H51F5N11O6
Method: DFT, ωB97M-V with the def2-TZVPD basis set

Values from the calculation:
- charge = +1
- relative energy (zero: lowest compared OMol25 entry of this formula, charge and spin) (kJ/mol) = 791.4
- frontier orbital gap (eV) = 6.7
- HOMO (eV) = -10.39

Positions of all 97 atoms, in Å:
C1 -4.80423 3.91728 0.63397
N1 -4.13877 5.01717 -0.21916
C2 -2.72854 5.28917 0.25668
N2 -1.72755 4.19492 -0.04274
N3 -0.95984 4.11981 -1.22497
C3 -0.02956 2.92795 -1.17383
N4 -0.21613 2.18057 0.12774
C4 -1.29451 3.00964 0.84372
N5 -1.75462 2.66947 2.10359
C5 -1.25739 1.51102 2.94402
F1 -1.14627 0.21978 2.22686
F2 -2.25366 1.30590 4.04706
C6 0.17297 1.89119 3.72248
F3 -0.05861 3.24654 4.34461
F4 0.42769 0.85018 4.78185
F5 1.32035 2.02886 2.79631
H1 -5.97694 3.91911 0.50123
H2 -4.55963 4.20724 1.75094
H3 -4.30064 2.90869 0.31424
H4 -4.68291 5.88770 0.06148
H5 -2.74123 5.45652 1.41668
H6 -2.34342 6.28589 -0.27405
H7 -0.97124 4.77325 -2.04264
H8 0.78084 2.51860 -1.91204
H9 -2.51042 3.26649 2.50851
C7 -1.67971 -2.03955 -0.02770
C8 -2.43471 -1.19779 -1.01849
O1 -2.65620 -0.00279 -0.82819
N6 -2.88082 -1.79655 -2.16007
C9 -2.72544 -3.17314 -2.56649
H10 -1.39033 -1.42398 0.82821
H11 -2.31399 -2.85444 0.33193
H12 -0.77202 -2.43796 -0.48919
H13 -3.37962 -1.16570 -2.77671
H14 -2.19216 -3.18706 -3.52042
H15 -3.72170 -3.60019 -2.70585
H16 -2.17527 -3.76487 -1.83359
C10 4.07891 -2.86330 -0.73057
C11 2.88736 -2.07107 -1.19190
O2 2.38604 -2.22988 -2.30399
N7 2.35870 -1.15063 -0.33515
C12 2.79667 -0.81715 0.99950
H17 4.38559 -3.55416 -1.52044
H18 4.91480 -2.19195 -0.51546
H19 3.82011 -3.44673 0.15726
H20 1.55956 -0.65807 -0.71694
H21 1.96493 -0.99905 1.68483
H22 3.05084 0.24559 1.01750
H23 3.66143 -1.40335 1.31341
C13 3.31729 -7.24901 -3.04458
C14 3.02484 -6.18099 -2.02770
O3 3.83871 -5.85945 -1.16311
N8 1.81182 -5.55936 -2.08158
C15 0.73015 -5.78973 -3.00960
H24 4.31979 -7.65040 -2.87393
H25 2.59717 -8.06614 -2.94749
H26 3.28132 -6.82671 -4.05254
H27 1.68954 -4.85315 -1.36512
H28 0.52559 -4.85161 -3.53175
H29 -0.15301 -6.08110 -2.43561
H30 0.96377 -6.56775 -3.73768
C16 1.38925 7.44357 0.40546
C17 0.02599 7.44834 1.03929
O4 -1.00052 7.26667 0.38618
N9 -0.05510 7.66280 2.38397
C18 1.02082 7.89424 3.31839
H31 1.29176 7.26064 -0.66798
H32 1.87205 8.41432 0.54773
H33 2.00062 6.64659 0.83749
H34 -1.00514 7.65155 2.73655
H35 0.98286 7.11135 4.08010
H36 0.85535 8.86485 3.79261
H37 1.99989 7.88656 2.83743
C19 -8.07182 -4.56110 -1.41879
C20 -6.72771 -3.88767 -1.43021
O5 -5.67665 -4.52215 -1.35288
N10 -6.69284 -2.52770 -1.53026
C21 -7.80312 -1.61032 -1.63024
H38 -7.93712 -5.64276 -1.33448
H39 -8.65558 -4.21800 -0.56019
H40 -8.60421 -4.35095 -2.35046
H41 -5.75308 -2.14840 -1.53142
H42 -7.69702 -1.04968 -2.56243
H43 -7.74801 -0.91785 -0.78656
H44 -8.76754 -2.12000 -1.62011
C22 8.67526 -2.29154 1.03939
C23 7.48371 -1.49932 0.57805
O6 6.98240 -1.65812 -0.53404
N11 6.95506 -0.57887 1.43481
C24 7.39303 -0.24539 2.76946
H45 8.98194 -2.98240 0.24951
H46 9.51115 -1.62019 1.25449
H47 8.41647 -2.87498 1.92722
H48 6.15591 -0.08631 1.05301
H49 6.56128 -0.42729 3.45478
H50 7.64720 0.81735 2.78745
H51 8.25778 -0.83159 3.08336

How positive or negative is each atom? The Löwdin charges in e answer that: number 1, C, carries -0.13; number 2, N, carries -0.13; number 3, C, carries -0.20; number 4, N, carries 0.00; number 5, N, carries 0.08; number 6, C, carries 0.06; number 7, N, carries 0.12; number 8, C, carries -0.10; number 9, N, carries 0.16; number 10, C, carries -0.17; number 11, F, carries 0.04; number 12, F, carries 0.04; number 13, C, carries -0.12; number 14, F, carries 0.02; number 15, F, carries 0.05; number 16, F, carries 0.04; number 17, H, carries 0.11; number 18, H, carries 0.08; number 19, H, carries 0.09; number 20, H, carries 0.12; number 21, H, carries 0.14; number 22, H, carries 0.13; number 23, H, carries 0.19; number 24, H, carries 0.16; number 25, H, carries 0.15; number 26, C, carries 0.00; number 27, C, carries -0.54; number 28, O, carries -0.02; number 29, N, carries 0.01; number 30, C, carries -0.07; number 31, H, carries 0.05; number 32, H, carries 0.10; number 33, H, carries 0.08; number 34, H, carries 0.14; number 35, H, carries 0.09; number 36, H, carries 0.07; number 37, H, carries 0.08; number 38, C, carries -0.01; number 39, C, carries -0.54; number 40, O, carries 0.01; number 41, N, carries 0.00; number 42, C, carries -0.08; number 43, H, carries 0.08; number 44, H, carries 0.05; number 45, H, carries 0.09; number 46, H, carries 0.12; number 47, H, carries 0.08; number 48, H, carries 0.07; number 49, H, carries 0.08; number 50, C, carries -0.01; number 51, C, carries -0.53; number 52, O, carries 0.01; number 53, N, carries 0.01; number 54, C, carries -0.08; number 55, H, carries 0.09; number 56, H, carries 0.09; number 57, H, carries 0.09; number 58, H, carries 0.13; number 59, H, carries 0.08; number 60, H, carries 0.08; number 61, H, carries 0.08; number 62, C, carries 0.00; number 63, C, carries -0.51; number 64, O, carries -0.04; number 65, N, carries 0.01; number 66, C, carries -0.07; number 67, H, carries 0.09; number 68, H, carries 0.10; number 69, H, carries 0.09; number 70, H, carries 0.14; number 71, H, carries 0.09; number 72, H, carries 0.09; number 73, H, carries 0.08; number 74, C, carries -0.01; number 75, C, carries -0.54; number 76, O, carries 0.02; number 77, N, carries 0.00; number 78, C, carries -0.08; number 79, H, carries 0.09; number 80, H, carries 0.09; number 81, H, carries 0.09; number 82, H, carries 0.13; number 83, H, carries 0.08; number 84, H, carries 0.08; number 85, H, carries 0.08; number 86, C, carries -0.01; number 87, C, carries -0.53; number 88, O, carries 0.01; number 89, N, carries 0.00; number 90, C, carries -0.08; number 91, H, carries 0.09; number 92, H, carries 0.09; number 93, H, carries 0.09; number 94, H, carries 0.13; number 95, H, carries 0.08; number 96, H, carries 0.08; number 97, H, carries 0.08

***

Molecular formula: C16H28BNO32S6
Method: DFT, ωB97M-V with the def2-TZVPD basis set

Values from the calculation:
- relative energy (zero: lowest compared OMol25 entry of this formula, charge and spin) (kJ/mol) = 550.1
- frontier orbital gap (eV) = 8.3
- HOMO (eV) = -8.62

Positions of all 84 atoms, in Å:
N1 -18.45665 -9.21115 -3.29532
H1 -18.61432 -8.83533 -4.21945
H2 -18.64685 -10.19790 -3.19411
H3 -19.07245 -8.77345 -2.62501
H4 -17.52596 -8.89612 -3.06148
O1 -22.01873 -3.20869 -8.93007
C1 -21.88848 -4.38034 -8.58149
O2 -21.07580 -4.88130 -7.80358
B1 -21.21202 -6.35171 -7.77063
O3 -22.17555 -6.65590 -8.81883
C2 -22.63569 -5.56405 -9.24646
O4 -23.56949 -5.44040 -10.01051
O5 -19.91577 -6.89804 -8.00233
C3 -19.59014 -7.68625 -6.95738
O6 -18.60205 -8.30749 -6.77634
C4 -20.76225 -7.63958 -5.95277
O7 -21.66620 -6.77822 -6.44529
O8 -20.72037 -8.23377 -4.84359
C5 -17.21665 -11.05325 2.53320
C6 -16.69796 -9.65984 2.10233
O9 -17.08397 -9.47212 0.66904
S1 -18.18006 -10.56429 0.20061
O10 -17.92514 -11.10260 -1.14775
O11 -19.54302 -10.01939 0.49176
O12 -17.69580 -11.62193 1.42675
H5 -18.04114 -10.93364 3.23606
H6 -16.34558 -11.53809 2.97394
H7 -15.61798 -9.52822 2.03586
H8 -17.21652 -8.86175 2.63361
C7 -23.07736 -6.64187 -2.70329
C8 -22.11326 -5.51280 -3.16461
O13 -21.10736 -5.40685 -2.11239
S2 -21.03722 -6.71639 -1.06715
O14 -20.85807 -6.32728 0.33461
O15 -20.45191 -7.91322 -1.70657
O16 -22.67078 -6.88382 -1.36491
H9 -23.09827 -7.59482 -3.23201
H10 -24.10075 -6.27135 -2.64418
H11 -22.64695 -4.56960 -3.28147
H12 -21.57946 -5.53947 -4.11458
C9 -13.34657 -13.19855 -3.09347
C10 -13.84913 -13.29081 -1.64665
O17 -15.04487 -12.48920 -1.73743
S3 -14.73157 -11.08455 -2.60112
O18 -13.98681 -10.20323 -1.71794
O19 -15.92426 -10.60155 -3.35140
O20 -13.77180 -11.93900 -3.63882
H13 -13.55849 -14.14680 -3.58743
H14 -12.26858 -13.35659 -3.06102
H15 -13.18480 -12.90697 -0.87241
H16 -14.09037 -14.30225 -1.31972
C11 -21.88898 -12.42785 -5.06479
C12 -21.36619 -11.66524 -6.30088
O21 -19.95230 -11.58385 -6.28205
S4 -19.34178 -12.56414 -5.18338
O22 -18.35186 -11.87289 -4.36089
O23 -19.18082 -13.90133 -5.68565
O24 -20.74122 -12.63428 -4.32376
H17 -22.30968 -13.38188 -5.38249
H18 -22.61537 -11.77407 -4.58207
H19 -21.61590 -10.60436 -6.31754
H20 -21.80611 -12.16386 -7.16457
C13 -13.06481 -6.88831 -2.49670
C14 -13.21613 -5.59064 -3.15295
O25 -13.63992 -5.88115 -4.47897
S5 -14.15437 -7.43789 -4.58570
O26 -13.97554 -8.00234 -5.89231
O27 -15.48173 -7.56119 -3.95227
O28 -12.90302 -7.84429 -3.51540
H21 -13.91940 -7.16419 -1.87892
H22 -12.16811 -7.06120 -1.90160
H23 -12.26267 -5.06537 -3.09729
H24 -13.74264 -4.94494 -2.45012
C15 -17.14364 -4.80873 1.57436
C16 -17.87291 -3.91300 0.52197
O29 -18.13659 -4.72347 -0.59966
S6 -16.94623 -5.86806 -0.82069
O30 -15.81863 -5.30244 -1.62342
O31 -17.62403 -7.06105 -1.34698
O32 -16.68475 -5.96083 0.85172
H25 -17.79598 -5.09007 2.40104
H26 -16.24576 -4.23783 1.81097
H27 -17.22923 -3.12730 0.12643
H28 -18.86022 -3.57149 0.83293

How positive or negative is each atom? The Löwdin charges in e answer that: number 1, N, carries 0.32; number 2, H, carries 0.11; number 3, H, carries 0.08; number 4, H, carries 0.06; number 5, H, carries 0.08; number 6, O, carries 0.11; number 7, C, carries -0.45; number 8, O, carries 0.28; number 9, B, carries -0.93; number 10, O, carries 0.28; number 11, C, carries -0.43; number 12, O, carries 0.13; number 13, O, carries 0.27; number 14, C, carries -0.37; number 15, O, carries 0.18; number 16, C, carries -0.29; number 17, O, carries 0.24; number 18, O, carries 0.07; number 19, C, carries -0.25; number 20, C, carries -0.08; number 21, O, carries -0.24; number 22, S, carries 0.78; number 23, O, carries -0.24; number 24, O, carries -0.26; number 25, O, carries -0.18; number 26, H, carries 0.13; number 27, H, carries 0.14; number 28, H, carries 0.13; number 29, H, carries 0.13; number 30, C, carries -0.15; number 31, C, carries -0.11; number 32, O, carries -0.23; number 33, S, carries 0.79; number 34, O, carries -0.23; number 35, O, carries -0.28; number 36, O, carries -0.24; number 37, H, carries 0.12; number 38, H, carries 0.13; number 39, H, carries 0.13; number 40, H, carries 0.11; number 41, C, carries -0.17; number 42, C, carries -0.16; number 43, O, carries -0.22; number 44, S, carries 0.76; number 45, O, carries -0.24; number 46, O, carries -0.26; number 47, O, carries -0.18; number 48, H, carries 0.13; number 49, H, carries 0.12; number 50, H, carries 0.12; number 51, H, carries 0.13; number 52, C, carries -0.18; number 53, C, carries -0.16; number 54, O, carries -0.18; number 55, S, carries 0.71; number 56, O, carries -0.25; number 57, O, carries -0.22; number 58, O, carries -0.20; number 59, H, carries 0.13; number 60, H, carries 0.14; number 61, H, carries 0.12; number 62, H, carries 0.13; number 63, C, carries -0.26; number 64, C, carries -0.21; number 65, O, carries -0.16; number 66, S, carries 0.75; number 67, O, carries -0.20; number 68, O, carries -0.26; number 69, O, carries -0.19; number 70, H, carries 0.11; number 71, H, carries 0.15; number 72, H, carries 0.13; number 73, H, carries 0.11; number 74, C, carries -0.14; number 75, C, carries -0.17; number 76, O, carries -0.22; number 77, S, carries 0.81; number 78, O, carries -0.25; number 79, O, carries -0.25; number 80, O, carries -0.22; number 81, H, carries 0.13; number 82, H, carries 0.13; number 83, H, carries 0.13; number 84, H, carries 0.14

***

Molecular formula: C4H3NS
Method: DFT, ωB97M-V with the def2-TZVPD basis set

Values from the calculation:
- relative energy (zero: lowest compared OMol25 entry of this formula, charge and spin) (kJ/mol) = 401.8
- frontier orbital gap (eV) = 8.5
- HOMO (eV) = -9.88

Positions of all 9 atoms, in Å:
C1 0.25837 0.12303 1.99603
C2 0.76116 -0.19901 3.16499
C3 -0.15371 -0.03887 -0.02188
C4 -0.16133 0.08088 -1.50997
N1 0.31743 0.79123 0.84349
S1 -0.53698 -1.31613 1.14809
H1 0.87168 0.19609 -1.87854
H2 -0.50867 1.03729 -1.72789
H3 -0.84794 -0.67451 -2.01431

How positive or negative is each atom? The Löwdin charges in e answer that: number 1, C, carries -0.72; number 2, C, carries 0.19; number 3, C, carries -0.60; number 4, C, carries -0.05; number 5, N, carries -0.01; number 6, S, carries 0.92; number 7, H, carries 0.10; number 8, H, carries 0.05; number 9, H, carries 0.11

***

Molecular formula: CH3N3S2
Method: DFT, ωB97M-V with the def2-TZVPD basis set

Values from the calculation:
- relative energy (zero: lowest compared OMol25 entry of this formula, charge and spin) (kJ/mol) = 110.1
- frontier orbital gap (eV) = 9.2
- HOMO (eV) = -8.64
- structure (SMILES) = NN1N=CSS1

Positions of all 9 atoms, in Å:
C1 -0.65070 1.31173 -0.00729
N1 -1.00662 0.26248 0.51678
N2 -0.26100 -1.02538 -0.24424
N3 0.80853 -1.39015 0.58775
S1 0.25210 1.43006 -1.53708
S2 -0.07112 -0.50799 -1.82306
H1 -1.04235 2.22243 0.41416
H2 1.58049 -0.69636 0.60609
H3 0.39067 -1.60682 1.48689

How positive or negative is each atom? The Löwdin charges in e answer that: number 1, C, carries -0.64; number 2, N, carries 0.02; number 3, N, carries -0.59; number 4, N, carries -0.03; number 5, S, carries 0.50; number 6, S, carries 0.51; number 7, H, carries 0.07; number 8, H, carries 0.08; number 9, H, carries 0.08

***

Molecular formula: C4H4O2
Method: DFT, ωB97M-V with the def2-TZVPD basis set

Values from the calculation:
- relative energy (zero: lowest compared OMol25 entry of this formula, charge and spin) (kJ/mol) = 180.1
- frontier orbital gap (eV) = 10.6
- HOMO (eV) = -9.68
- structure (SMILES) = O=C1C[C@H]2O[C@@H]12

Positions of all 10 atoms, in Å:
O1 0.75640 0.31147 -2.15068
C1 0.24573 0.16835 -1.07522
C2 0.27660 1.00098 0.22287
C3 -0.12952 -0.29123 0.92551
O2 -1.43159 -0.58706 0.46639
C4 -0.35796 -1.03096 -0.35241
H1 -0.48070 1.79064 0.22349
H2 1.26497 1.37270 0.50093
H3 0.23311 -0.65778 1.88388
H4 -0.37705 -2.07710 -0.64476

How positive or negative is each atom? The Löwdin charges in e answer that: number 1, O, carries 0.12; number 2, C, carries -0.33; number 3, C, carries -0.02; number 4, C, carries -0.21; number 5, O, carries 0.01; number 6, C, carries -0.12; number 7, H, carries 0.13; number 8, H, carries 0.12; number 9, H, carries 0.15; number 10, H, carries 0.15

***

Molecular formula: C4H5NO
Method: DFT, ωB97M-V with the def2-TZVPD basis set

Values from the calculation:
- relative energy (zero: lowest compared OMol25 entry of this formula, charge and spin) (kJ/mol) = 390.7
- frontier orbital gap (eV) = 9.4
- HOMO (eV) = -9.12

Positions of all 11 atoms, in Å:
C1 0.46592 0.35993 0.89991
C2 -0.58607 0.53342 -0.03426
C3 0.82774 -0.47443 -0.86840
O1 1.49740 0.13148 -1.67191
C4 -1.80271 -0.19860 0.14424
N1 -2.75651 -0.84536 0.27830
H1 0.30295 -0.24829 1.78927
H2 1.32319 -0.66017 0.27633
H3 1.23633 1.12451 0.96415
H4 -0.61803 1.41675 -0.66139
H5 0.20576 -1.37152 -0.93520

How positive or negative is each atom? The Löwdin charges in e answer that: number 1, C, carries -0.02; number 2, C, carries -0.22; number 3, C, carries -0.34; number 4, O, carries 0.00; number 5, C, carries -0.24; number 6, N, carries 0.14; number 7, H, carries 0.12; number 8, H, carries 0.15; number 9, H, carries 0.12; number 10, H, carries 0.14; number 11, H, carries 0.15

***

- What is the relative energy (zero: lowest compared OMol25 entry of this formula, charge and spin) in the fourth record?
  110.1 kJ/mol